[1]
172
Properties=species:S:1:pos:R:3 method="wB97M-V/def2-TZVPD" multiplicity=2 e_lumo_ev="-4.4809 / -6.7558" charge=+1 gap_ha="0.200 / 0.117" largest_force_ev_per_a=5.06 e_homo_ev="-9.93 / -9.93"
Hg -15.76495 15.72795 13.42547
O -14.29886 19.26003 20.67264
C -15.25100 18.98568 19.92149
O -15.58208 17.83254 19.47017
B -16.67383 17.94101 18.45955
O -17.11091 19.33268 18.57886
C -16.32082 20.02963 19.44706
O -16.37780 21.20834 19.78803
O -17.75451 16.91779 18.78474
C -17.85983 16.16903 17.66969
O -18.71391 15.24993 17.48766
C -16.88026 16.67537 16.54710
O -16.23448 17.67804 17.04955
O -16.72929 16.07348 15.46357
C -19.56514 15.40507 10.77845
F -20.61704 16.10224 11.15273
F -19.59572 14.25201 11.33991
F -19.48318 15.33688 9.43703
S -17.85030 16.20699 11.28251
O -17.61560 17.53496 10.64987
O -17.84630 16.40074 12.72932
O -16.84483 15.13909 11.06239
C -13.60807 11.41411 13.09897
C -14.44123 12.52778 12.53199
C -15.12198 12.13608 11.12684
C -16.30212 11.18137 11.20517
C -17.34609 11.81792 12.14723
C -16.84181 12.25557 13.61341
N -15.57128 13.06435 13.41346
O -15.08857 13.52354 14.61553
C -18.06283 13.12319 14.16277
C -16.76634 10.97516 14.51777
C -13.42231 13.63852 12.13625
H -14.16024 10.49131 13.27685
H -13.25977 11.68004 14.09700
H -12.83067 11.14821 12.38270
H -15.43009 13.03350 10.59037
H -14.35258 11.92248 10.38487
H -15.94686 10.25710 11.66081
H -16.54452 10.95481 10.16691
H -18.06794 11.01555 12.29965
H -17.91546 12.62389 11.68425
H -18.29857 13.90173 13.43724
H -18.89727 12.47160 14.42208
H -17.95895 13.63869 15.11753
H -16.20196 11.26584 15.40380
H -17.73457 10.58458 14.83094
H -16.33310 10.13460 13.97569
H -12.76676 13.32020 11.32569
H -12.83183 13.83509 13.03112
H -13.87550 14.59874 11.88989
H -14.81303 12.70351 15.03174
C -25.92858 20.70184 11.29988
C -25.23487 19.82722 12.30821
C -25.55437 18.28340 12.05810
C -24.97598 17.59482 10.88777
C -23.47667 17.73816 10.99666
C -22.96294 19.16809 11.23404
N -23.74771 19.89606 12.29132
O -23.22534 21.16991 12.64960
C -21.48664 19.02297 11.67654
C -23.03685 19.92098 9.82240
C -25.69085 20.13796 13.78689
H -25.47304 21.69003 11.36349
H -27.00558 20.86914 11.31359
H -25.55954 20.42661 10.31188
H -25.13299 17.74842 12.90918
H -26.62861 18.12766 11.95882
H -25.38792 18.01254 9.96910
H -25.23428 16.53628 10.85843
H -23.13761 17.32803 10.04538
H -22.99938 17.06625 11.71000
H -21.49906 18.44815 12.60257
H -20.73147 18.53788 11.05807
H -21.21929 20.06483 11.85304
H -22.11902 19.73050 9.26615
H -23.81125 19.70027 9.08776
H -23.11580 20.99644 9.98133
H -26.71213 19.91821 14.09800
H -25.75636 21.21857 13.91368
H -25.04474 19.86193 14.62022
H -22.78278 20.97065 13.47786
C -19.07610 12.97035 6.42605
C -17.59956 13.18230 6.19225
C -17.54824 14.13855 4.95214
C -16.08097 14.59717 4.64629
C -15.56098 15.38553 5.87818
C -15.66393 14.58223 7.18007
N -16.98727 13.94457 7.31114
O -17.13829 13.34656 8.55666
C -14.46771 13.53455 7.27052
C -15.36886 15.71239 8.18385
C -16.91319 11.85615 5.94808
H -19.65151 13.89042 6.52841
H -19.28906 12.25604 7.22135
H -19.52046 12.53823 5.52944
H -17.73504 13.71607 3.96486
H -18.27933 14.93849 5.06918
H -16.01686 15.37881 3.88930
H -15.40582 13.84225 4.24335
H -15.95821 16.39755 5.95651
H -14.50199 15.62121 5.77287
H -14.79687 12.76812 7.97220
H -14.22850 13.10848 6.29618
H -13.57212 13.89928 7.77349
H -15.19484 15.30847 9.18118
H -14.48620 16.30864 7.95252
H -16.10201 16.50679 8.32359
H -16.83163 11.18372 6.80206
H -15.91244 12.06341 5.56908
H -17.48304 11.20257 5.28762
H -17.83410 13.85998 8.97363
C -15.81218 19.11003 14.17449
C -15.00073 19.56640 12.95772
C -13.90299 20.44493 13.45757
C -12.61020 20.74376 12.64977
C -12.04385 19.37983 12.08690
C -13.15333 18.46717 11.46443
N -14.36159 18.35739 12.38260
O -15.29033 17.52284 11.82934
C -13.47149 18.94583 10.05952
C -12.43420 17.15843 11.24154
C -15.96275 20.23575 11.92847
H -16.08424 19.99026 14.75697
H -15.17693 18.47587 14.79287
H -16.74470 18.55051 14.10073
H -14.41192 21.39413 13.62526
H -13.47902 20.04596 14.37907
H -11.88335 21.24959 13.28533
H -12.87718 21.43607 11.85131
H -11.41243 18.89091 12.82878
H -11.40709 19.79164 11.30392
H -12.91423 18.36588 9.32386
H -14.53641 18.82034 9.86379
H -13.36258 20.02322 9.93504
H -12.98934 16.41306 10.67205
H -11.40975 17.22777 10.87575
H -12.42940 16.62520 12.19219
H -15.51116 20.33843 10.94175
H -16.32473 21.19748 12.29201
H -16.81268 19.62030 11.63360
H -15.63253 18.08541 11.13076
C -21.52250 10.36723 12.66324
C -22.91987 10.81300 12.12668
C -23.22401 12.12229 12.97613
C -24.15140 13.09229 12.25135
C -23.53413 13.40926 10.90002
C -23.40615 12.20807 9.93272
N -22.74031 11.14129 10.69888
O -22.38555 10.02361 10.00329
C -24.75573 11.67131 9.44276
C -22.39994 12.67034 8.80493
C -23.99660 9.74947 12.44260
H -21.16132 9.40999 12.28730
H -21.58610 10.32119 13.75041
H -20.71651 11.07778 12.47995
H -23.88962 11.89460 13.80874
H -22.32584 12.72781 13.09747
H -24.24422 13.98782 12.86577
H -25.17701 12.73733 12.15027
H -22.61396 13.98693 10.98764
H -24.29385 14.07675 10.49336
H -25.09166 10.82370 10.04008
H -25.56625 12.38795 9.31018
H -24.83253 11.07321 8.53476
H -22.35766 11.97571 7.96600
H -22.67585 13.60084 8.30882
H -21.41812 13.02040 9.12366
H -23.92128 8.84566 11.83799
H -25.03286 10.04253 12.27408
H -23.97648 9.44689 13.48956
H -21.46295 10.14244 9.76600

***

[2]
78
Properties=species:S:1:pos:R:3 method="wB97M-V/def2-TZVPD" multiplicity=8 e_lumo_ev="-0.5849 / -0.2699" charge=0 gap_ha="0.192 / 0.211" largest_force_ev_per_a=2.11 e_homo_ev="-5.82 / -6.01"
Eu 0.37626 -0.18758 -0.03356
C 3.13130 -1.76444 1.82838
C 3.68805 -1.33901 0.47051
N 3.14425 -0.05575 0.00307
C 3.84772 1.13624 0.48629
C 3.56164 1.47485 1.94041
S 1.78195 1.44452 2.32756
C 1.68890 0.19192 3.64988
C 1.18361 -1.18641 3.21126
N 1.67437 -1.59273 1.88475
H 3.58773 -1.17143 2.61806
H 3.42085 -2.80194 2.01221
H 3.41307 -2.09502 -0.26867
H 4.78251 -1.31345 0.52526
H 3.24949 -0.04608 -1.00345
H 3.52401 1.97066 -0.13763
H 4.93281 1.02959 0.36170
H 3.91001 2.48671 2.14078
H 4.08174 0.81040 2.62765
H 0.99925 0.59645 4.38935
H 2.67261 0.15220 4.11555
H 0.09757 -1.17643 3.15173
H 1.47068 -1.91028 3.98274
H 1.22941 -2.48309 1.67619
C 1.66661 0.36281 -3.24377
Si -0.00029 1.30336 -3.23368
C 0.45321 2.87640 -4.15720
C -1.22956 0.34770 -4.28650
N -0.40700 1.41934 -1.56933
C -1.53828 2.13344 -1.18312
C -2.38270 2.81677 -2.07351
C -3.50470 3.51217 -1.65625
C -3.84247 3.54676 -0.31498
C -3.03774 2.88066 0.59812
C -1.90981 2.20632 0.16942
O -1.08168 1.51448 1.07936
C -1.26917 1.85029 2.42328
C -1.80388 0.89220 3.26425
C -1.97454 1.19985 4.61034
C -1.62556 2.45330 5.09098
C -1.11276 3.41193 4.22195
C -0.93308 3.11407 2.88240
H 1.82502 -0.01471 -4.25722
H 2.30343 -1.41522 -2.65158
H 2.50147 1.03849 -3.01390
H 0.91199 2.61994 -5.11695
H 1.16550 3.48427 -3.59257
H -0.41671 3.50142 -4.36847
H -0.72838 -0.12974 -5.13168
H -1.99388 1.01594 -4.69489
H -1.75086 -0.42822 -3.71968
H -2.14772 2.78694 -3.13180
H -4.12081 4.02055 -2.38802
H -4.72458 4.07253 0.02505
H -3.29893 2.88078 1.64673
H -2.08377 -0.07253 2.85750
H -2.39460 0.45693 5.27687
H -1.76217 2.69139 6.13849
H -0.84832 4.39513 4.59056
H -0.54412 3.84922 2.18904
O 0.76935 -2.30100 -4.50912
C 0.16846 -2.55079 -3.53653
O 1.69182 -0.75888 -2.30560
C -0.52734 -2.98842 -2.47811
C -0.99861 -4.32616 -2.65403
C -1.72021 -4.94007 -1.63799
C -1.95731 -4.28098 -0.41589
C -1.52012 -2.98704 -0.24532
C -0.81268 -2.16477 -1.24775
N -1.71679 -2.41225 1.00402
O -2.27742 -2.99723 1.96842
O -1.19823 -1.19340 1.19625
N -2.18365 -6.26863 -1.82555
O -1.96842 -6.81645 -2.91810
O -2.83806 -6.80056 -0.92011
H -0.79571 -4.87250 -3.56275
H -2.45906 -4.79562 0.38516
H -1.46503 -1.31014 -1.53629